(1)
The following is a quantum chemistry calculation of C25H26As2CaN3O8 as an isolated structure, from OMol25.

Computed properties:
Total charge ... +1
DFT total energy ... -187302.28159 eV
Largest force on an atom ... 4.5 eV/A
HOMO-LUMO gap ... 4.9 eV
HOMO ... -10.10 eV

Last column: Löwdin charge in e.
Cartesian coordinates (Å):
Ca  1.98  1.15  0.22  1.38
C  2.21  -2.55  -2.23  -0.05
C  2.67  -2.00  -0.93  -0.29
C  3.68  -0.99  -0.86  -0.06
C  4.10  -0.49  0.38  -0.16
C  3.52  -1.01  1.57  -0.12
C  2.42  -1.84  1.51  -0.08
C  2.03  -2.31  0.26  -0.08
H  2.81  -2.23  -3.06  0.07
H  1.14  -2.30  -2.53  0.09
H  2.27  -3.70  -2.21  0.12
H  4.19  -0.71  -1.75  0.12
H  4.89  0.25  0.48  0.12
H  3.88  -0.68  2.55  0.12
H  1.99  -2.28  2.42  0.13
H  1.11  -2.94  0.04  0.14
N  3.35  2.80  -0.76  -0.01
C  4.04  3.39  -1.55  -0.17
C  4.93  3.83  -2.52  -0.30
C  4.68  5.05  -3.17  -0.24
N  4.26  6.07  -3.58  0.14
C  6.10  3.24  -2.99  -0.25
N  7.10  2.94  -3.52  0.14
C  0.10  3.68  -1.92  0.04
O  0.32  2.63  -0.84  -0.25
C  -0.90  2.45  -0.09  -0.46
O  -1.85  3.24  -0.09  0.14
C  -0.96  1.10  0.50  -0.44
C  -0.94  0.91  1.88  -0.31
As  -2.72  0.35  2.66  1.36
C  -1.94  -0.87  4.01  -0.28
C  -3.06  -0.90  1.16  -0.25
C  -2.11  -1.40  0.30  -0.30
As  -0.88  -0.36  -0.78  1.33
C  -1.77  0.32  -2.53  -0.19
C  -2.21  -2.73  -0.34  -0.53
O  -1.88  -2.86  -1.53  0.02
O  -2.75  -3.73  0.40  -0.04
C  -3.03  -4.99  -0.41  0.04
C  -4.47  -1.47  1.17  -0.52
O  -4.95  -1.94  2.18  0.11
O  -5.07  -1.39  -0.05  -0.02
C  -6.52  -1.69  -0.10  0.02
C  -0.13  1.80  2.81  -0.42
O  -0.48  2.32  3.86  0.12
O  1.23  1.84  2.34  -0.27
C  2.00  2.95  2.91  -0.01
H  -0.09  3.19  -2.90  0.09
H  1.08  4.25  -2.10  0.12
H  -0.70  4.26  -1.55  0.07
H  -1.69  -0.28  4.93  0.05
H  -1.06  -1.32  3.58  0.01
H  -2.60  -1.73  4.24  0.04
H  -1.30  1.23  -3.03  0.04
H  -2.76  0.58  -2.29  0.00
H  -1.74  -0.62  -3.21  0.07
H  -2.39  -4.98  -1.26  0.07
H  -4.15  -5.00  -0.66  0.13
H  -2.82  -5.82  0.33  0.11
H  -7.02  -1.61  0.85  0.09
H  -6.72  -2.66  -0.53  0.10
H  -6.92  -0.99  -0.77  0.08
H  1.47  3.84  2.74  0.09
H  3.00  2.92  2.40  0.11
H  2.08  2.76  3.98  0.11

=====

(2)
The following is a quantum chemistry calculation of C22H39Be2BrCsN3O11S as an isolated structure, from OMol25.

Computed properties:
Total charge ... 0
DFT total energy ... -132647.06617 eV
Largest force on an atom ... 5.6 eV/A
HOMO-LUMO gap ... 1.7 eV
HOMO ... -5.53 eV

Last column: Löwdin charge in e.
Cartesian coordinates (Å):
C  -3.24  1.30  3.70  -0.07
C  -2.59  -0.11  3.54  -0.38
O  -1.18  -0.05  3.82  -0.30
C  -0.52  0.17  2.57  -0.18
C  0.81  0.95  2.80  -0.10
O  1.92  0.06  3.04  0.03
C  2.72  -0.01  1.94  -0.58
O  2.42  -0.75  1.05  0.13
O  3.81  0.77  1.99  0.07
C  4.45  0.91  0.72  -0.15
C  3.86  2.08  -0.14  -0.15
C  2.83  1.54  -1.18  -0.18
C  2.13  2.66  -2.01  -0.11
N  1.59  2.01  -3.24  -0.16
C  1.60  2.61  -4.51  -0.07
C  1.03  1.55  -5.35  -0.42
C  0.64  0.27  -4.55  -0.24
C  1.06  0.74  -3.19  -0.07
H  -2.84  2.00  2.94  0.06
H  -4.34  1.19  3.58  0.08
H  -2.99  1.73  4.68  0.08
H  -3.13  -0.78  4.22  -0.06
H  -2.76  -0.44  2.50  0.10
H  -1.20  0.76  1.92  0.12
H  -0.28  -0.79  2.07  0.11
H  0.98  1.65  1.97  0.13
H  0.66  1.51  3.74  0.15
H  4.52  -0.02  0.13  0.13
H  5.49  1.21  0.94  0.13
H  4.73  2.47  -0.71  0.12
H  3.50  2.92  0.47  0.13
H  2.04  1.01  -0.62  0.10
H  3.37  0.86  -1.86  0.13
H  1.27  3.07  -1.44  0.13
H  2.79  3.48  -2.30  0.13
H  1.99  3.60  -4.74  0.12
H  0.88  1.58  -6.50  0.04
H  0.20  -0.74  -4.89  0.11
H  0.97  0.10  -2.31  0.13
Be  -3.69  -2.60  5.31  0.47
Br  -1.83  -1.11  6.35  0.09
N  0.72  -3.57  1.03  0.02
C  -0.62  -3.54  1.30  -0.18
C  -1.11  -4.82  1.20  -0.12
C  -0.01  -5.66  0.86  -0.10
C  1.10  -4.86  0.77  -0.14
H  1.34  -2.77  1.03  0.11
H  -1.12  -2.61  1.53  0.07
H  -2.13  -5.11  1.35  0.10
H  -0.04  -6.72  0.70  0.09
H  2.13  -5.10  0.54  0.10
O  -3.73  -2.65  1.66  -0.27
H  -3.12  -3.09  1.05  -0.13
O  -2.67  -0.79  9.89  -0.27
S  -2.41  -2.16  10.35  0.21
O  -0.97  -2.31  10.62  -0.24
O  -2.81  -3.13  9.32  -0.28
O  -3.18  -2.41  11.58  -0.24
Be  -1.33  -3.55  4.64  0.53
C  -4.18  -3.96  -2.82  -0.12
C  -2.93  -3.80  -1.93  -0.47
O  -3.31  -4.01  -0.66  -0.16
H  -4.96  -3.24  -2.57  0.06
H  -3.92  -3.79  -3.88  0.05
H  -4.61  -4.96  -2.75  0.06
H  -2.52  -2.80  -2.19  0.09
H  -2.17  -4.48  -2.36  0.11
C  -1.27  5.46  -2.56  -0.13
O  -0.98  4.45  -3.53  -0.16
H  -2.09  6.07  -2.93  0.08
H  -1.58  5.00  -1.62  0.08
H  -0.39  6.08  -2.40  0.08
H  -0.26  3.91  -3.18  0.03
Cs  -1.55  1.52  -5.66  1.26
C  4.27  4.17  -7.30  -0.06
C  2.97  3.69  -7.80  -0.27
N  1.96  3.32  -8.19  0.14
H  4.77  4.76  -8.07  0.09
H  4.12  4.78  -6.42  0.08
H  4.90  3.31  -7.04  0.09

=====

(3)
The following is a quantum chemistry calculation of a 2-piece molecular cluster, C2H7N2O overall, from OMol25.

Computed properties:
Total charge ... -1
DFT total energy ... -7213.85615 eV
Largest force on an atom ... 1.0 eV/A
HOMO-LUMO gap ... 5.9 eV
HOMO ... -1.81 eV

Last column: Löwdin charge in e.
Cartesian coordinates (Å):
C  -1.86  -0.69  1.82  -0.21
O  -0.45  -0.62  1.67  -0.19
H  -2.13  -0.57  2.87  0.06
H  -2.35  0.10  1.25  0.07
H  -2.25  -1.63  1.43  0.06
N  1.63  -0.13  -1.98  -0.10
C  0.97  0.26  -0.81  -0.52
N  0.18  1.29  -1.01  -0.13
H  2.47  -0.67  -1.83  0.01
H  1.74  0.60  -2.69  0.03
H  -0.29  -0.19  0.80  -0.02
H  -0.08  1.65  -0.10  -0.06

=====

(4)
The following is a quantum chemistry calculation of C12H19O3PtSe as an isolated structure, from OMol25.

Computed properties:
Total charge ... +3
DFT total energy ... -87454.58257 eV
Largest force on an atom ... 0.7 eV/A
HOMO-LUMO gap (spin up / spin down) ... 6.6 / 6.6 eV
HOMO (spin up / spin down) ... -20.70 / -20.70 eV

Last column: Löwdin charge in e.
Cartesian coordinates (Å):
Pt  0.17  1.01  0.47  1.05
C  -2.83  -0.02  0.11  0.00
O  -1.86  1.07  0.17  -0.39
C  -2.11  2.13  -0.82  -0.10
C  -1.38  3.37  -0.36  -0.06
O  -0.02  2.96  0.03  -0.31
C  1.23  3.49  -0.55  -0.07
C  2.31  2.88  0.31  -0.08
O  2.17  1.39  0.30  -0.41
C  2.91  0.75  -0.80  0.00
H  -3.82  0.42  0.26  0.12
H  -2.61  -0.69  0.93  0.10
H  -2.78  -0.51  -0.86  0.11
H  -3.18  2.31  -0.85  0.16
H  -1.76  1.77  -1.79  0.15
H  -1.82  3.79  0.55  0.16
H  -1.33  4.14  -1.13  0.16
H  1.21  4.58  -0.46  0.17
H  1.28  3.20  -1.60  0.15
H  2.19  3.16  1.35  0.15
H  3.31  3.13  -0.03  0.16
H  3.96  1.01  -0.66  0.13
H  2.54  1.09  -1.76  0.11
H  2.77  -0.32  -0.69  0.09
Se  0.65  -0.98  1.66  1.19
C  0.18  -2.58  1.03  -0.56
C  -0.43  -2.82  -0.26  -0.05
C  -0.65  -4.10  -0.64  0.03
C  -0.31  -5.17  0.23  0.13
C  0.25  -4.97  1.51  0.03
C  0.52  -3.69  1.91  -0.02
H  -0.66  -1.99  -0.90  0.11
H  -1.08  -4.33  -1.61  0.15
H  -0.48  -6.19  -0.10  0.16
H  0.48  -5.81  2.15  0.15
H  0.98  -3.49  2.87  0.13